Arrangement i

C4H13N3 | ωB97M-V/def2-TZVPD

LUMO level (alpha / beta)   -0.3833 / -0.3832 Ha
Total charge   +2
Orbital gap (alpha / beta)   7.92 / 7.93 eV
HOMO (alpha / beta)   -18.35 / -18.35 eV

Last column: Löwdin charge in e.
Geometry (Å):
C -1.22 -0.59 -0.02  -0.261
C -0.85 -1.89 -0.54  0.047
C -0.47 1.81 0.41  0.080
C 2.86 0.25 0.64  0.405
N -2.45 -0.27 0.36  0.269
N -0.27 0.40 -0.18  -0.153
N 0.91 0.22 -0.78  0.096
H -1.56 -2.67 -0.79  0.123
H -0.24 -1.58 -1.44  0.098
H -0.06 -2.51 -0.04  0.146
H 0.32 2.41 0.25  0.060
H -0.60 1.68 1.45  0.101
H -1.43 2.20 -0.05  0.135
H 3.64 0.36 -0.10  0.084
H 2.35 0.89 1.32  0.052
H 2.80 -0.80 1.01  0.081
H -2.94 -1.06 0.67  0.130
H -2.74 0.69 0.65  0.171
H 0.72 -0.59 -1.55  0.188
H 1.23 1.05 -1.28  0.150

---

Arrangement ii

C4H13N3 | ωB97M-V/def2-TZVPD

LUMO level (alpha / beta)   -0.4001 / -0.4066 Ha
Total charge   +2
Orbital gap (alpha / beta)   8.67 / 8.38 eV
HOMO (alpha / beta)   -19.56 / -19.45 eV

Last column: Löwdin charge in e.
Geometry (Å):
C -1.51 1.01 0.06  0.234
C 1.58 -0.14 -0.04  -0.375
C 2.64 -1.20 -0.08  0.027
C 2.02 1.25 0.13  0.014
N 0.38 -0.50 -0.18  0.252
N -2.63 0.23 -0.37  -0.042
N -2.79 -1.01 0.31  0.110
H -1.34 1.10 1.12  0.123
H -1.17 1.79 -0.61  0.122
H 3.44 -0.88 -0.76  0.119
H 2.27 -2.17 -0.39  0.102
H 3.06 -1.29 0.92  0.126
H 1.18 1.95 0.18  0.080
H 2.69 1.53 -0.69  0.127
H 2.63 1.34 1.04  0.127
H 0.03 -1.45 -0.27  0.119
H -3.46 0.87 -0.27  0.235
H -2.55 0.02 -1.39  0.223
H -3.59 -1.54 -0.03  0.142
H -2.86 -0.91 1.32  0.136

---

Result of the stability comparison: arrangement ii is the most stable of them.

---

Arrangement i

C4H11O4 | ωB97M-V/def2-TZVPD

LUMO level   0.1315 Ha
Total charge   -1
Orbital gap   8.16 eV
HOMO   -4.58 eV

Last column: Löwdin charge in e.
Geometry (Å):
O -2.98 -2.56 -0.73  -0.099
C -1.85 -2.31 -0.17  -0.323
C -1.27 -0.93 0.06  -0.083
C 0.13 -0.97 0.61  -0.227
C 0.69 0.40 0.87  -0.383
O 0.89 1.13 -0.31  -0.313
H -1.23 -3.12 0.38  0.145
H -2.06 -1.41 0.76  0.127
H -1.65 -0.13 -0.59  0.130
H 0.09 -1.55 1.55  0.110
H 0.85 -1.54 -0.03  0.127
H -0.03 0.95 1.59  0.123
H 1.64 0.36 1.44  0.102
H 3.64 1.57 -1.39  -0.030
H 2.33 1.37 -0.47  -0.024
O 3.37 1.49 -0.48  -0.181
H -1.22 2.59 -1.73  0.023
H -0.29 2.01 -0.61  -0.057
O -1.06 2.65 -0.75  -0.168

---

Arrangement ii

C4H11O4 | ωB97M-V/def2-TZVPD

LUMO level   0.1406 Ha
Total charge   -1
Orbital gap   8.58 eV
HOMO   -4.75 eV

Last column: Löwdin charge in e.
Geometry (Å):
O -1.95 -0.86 0.02  -0.075
C -1.16 -0.32 -0.78  -0.672
O -1.41 0.39 -1.77  -0.068
C 0.37 -0.65 -0.44  -0.123
C 1.08 0.55 0.34  -0.252
C 2.01 -0.17 1.37  -0.136
H 0.87 -0.54 -1.41  0.092
H 0.44 -1.59 0.11  0.084
H 0.27 1.04 0.96  0.110
H 1.52 1.26 -0.33  0.084
H 1.40 -0.85 1.99  0.064
H 2.78 -0.57 0.74  0.055
H 2.25 0.74 2.04  0.079
H -0.62 2.17 -3.47  -0.006
H -1.70 1.93 -2.22  0.006
O -1.39 2.47 -2.99  -0.141
H -1.86 -2.29 1.60  0.009
H -1.39 -0.93 1.90  0.016
O -1.51 -1.79 2.35  -0.125

---

Result of the stability comparison: arrangement ii is the most stable of them.